C30H21IN2O2PPtS2 as an isolated structure, computed with the ωB97M-V functional and the def2-TZVPD basis.

```
60
Properties=species:S:1:pos:R:3:lowdin_charge:R:1
Pt 0.31 0.20 0.22 0.51
I -0.74 1.66 -1.84 1.10
C 0.81 3.07 -2.02 -0.56
C 0.31 4.33 -2.23 -0.17
C 1.15 5.42 -2.50 -0.05
C 2.49 5.20 -2.58 -0.02
C 3.04 3.92 -2.36 -0.15
C 4.44 3.78 -2.50 -0.01
C 5.05 2.57 -2.31 -0.04
C 4.26 1.47 -1.93 -0.07
C 2.89 1.55 -1.78 -0.29
P 2.16 0.01 -1.14 0.86
C 1.69 -1.01 -2.55 -0.41
C 0.96 -2.17 -2.29 -0.11
C 0.56 -2.98 -3.34 -0.06
C 0.88 -2.64 -4.64 -0.06
C 1.60 -1.48 -4.90 -0.06
C 2.01 -0.66 -3.86 -0.07
C 3.49 -0.87 -0.30 -0.38
C 4.03 -2.04 -0.81 -0.06
C 5.04 -2.70 -0.12 -0.06
C 5.52 -2.17 1.07 -0.06
C 5.00 -0.99 1.58 -0.06
C 3.98 -0.34 0.90 -0.10
C 2.21 2.79 -2.04 -0.18
H -0.76 4.49 -2.20 0.09
H 0.73 6.40 -2.65 0.12
H 3.17 6.01 -2.81 0.12
H 5.02 4.65 -2.76 0.12
H 6.11 2.46 -2.42 0.12
H 4.76 0.54 -1.73 0.11
H 0.71 -2.45 -1.26 0.09
H 0.00 -3.89 -3.13 0.11
H 0.57 -3.27 -5.46 0.11
H 1.85 -1.21 -5.92 0.11
H 2.57 0.24 -4.06 0.11
H 3.66 -2.45 -1.74 0.11
H 5.45 -3.62 -0.51 0.11
H 6.31 -2.69 1.61 0.11
H 5.38 -0.58 2.50 0.11
H 3.58 0.59 1.28 0.10
O -0.06 -2.07 4.79 -0.22
S 1.11 -1.32 4.50 0.73
O 2.39 -1.96 4.43 -0.23
N 0.86 -0.48 2.99 -0.15
C 0.92 0.85 3.12 -0.67
S 0.79 1.89 1.82 0.72
C 1.12 1.26 4.51 -0.21
C 1.19 2.56 5.00 0.00
C 1.36 2.73 6.37 -0.03
C 1.44 1.64 7.23 -0.03
C 1.37 0.34 6.75 -0.01
C 1.21 0.19 5.38 -0.21
H 1.12 3.40 4.33 0.11
H 1.41 3.73 6.77 0.12
H 1.56 1.81 8.29 0.12
H 1.43 -0.51 7.41 0.13
N 0.55 -2.39 1.60 0.11
C 0.58 -1.15 1.72 -0.53
H 0.74 -2.96 2.42 0.05
```

Values from the calculation:
total charge	+1
E_LUMO (alpha / beta)	-3.807 / -4.360	eV
Kohn-Sham gap (alpha / beta)	5.948 / 6.959	eV
⟨S²⟩	2.009
2S+1	3
max |F|	0.28	eV/A
ΔE to the lowest compared entry with this formula, charge and spin	0.000	eV
highest occupied orbital energy (alpha / beta)	-9.75 / -11.32	eV